Density functional theory data (ωB97M-V/def2-TZVPD) for a 2-piece molecular cluster, Br2ClOP overall.

Geometry (Å):
Br (0.03334, 1.75582, 1.22522)
O (1.65856, 0.15363, -1.05395)
P (0.43212, -0.00251, -0.24545)
Br (-2.61734, -0.48121, -0.99089)
Cl (0.49332, -1.42573, 1.06508)

Results
Energy relative to the best compared isomer or geometry (same formula, charge and spin): 68.3 kJ/mol
DFT total energy: -6024.81313 Eh
LUMO energy (spin up / spin down): -3.56 / -3.77 eV
HOMO (spin up / spin down): -11.07 / -10.49 eV
F_max: 0.042 hartree/bohr